1.
Below is a 5-piece molecular cluster, C23H40Cl8F7N2O4S overall, with properties calculated with the ωB97M-V functional and the def2-TZVPD basis.

Results
Total charge: +1
Highest occupied orbital energy (eV): -11.6643
Frontier orbital gap (eV): 8.6

Geometry (Å):
C1 1.225523 3.472368 -3.968492
C2 1.237441 2.029721 -3.497656
O1 0.549581 1.934495 -2.266336
C3 0.694352 0.720291 -1.582812
C4 2.118619 0.320610 -1.172119
C5 3.140444 1.419516 -0.777733
O2 2.626210 2.736795 -0.647084
N1 1.676387 2.821803 0.371749
O3 1.271535 3.908134 0.496944
C6 1.922331 -0.707989 -0.028705
C7 1.432863 -0.183103 1.327311
O4 0.017943 -0.357331 1.399574
C8 -0.511832 0.014335 2.580682
F1 -0.128126 -0.796903 3.536796
F2 -0.243441 1.243641 2.900692
F3 -1.806961 -0.098958 2.469595
N2 3.286748 -1.264090 0.250618
C9 3.931008 -1.307558 -1.108506
C10 5.431996 -1.082654 -1.150814
F4 5.968806 -2.099495 -0.441438
F5 5.838087 0.032336 -0.553097
C11 6.014795 -1.221272 -2.574796
F6 7.309401 -1.081986 -2.498830
F7 5.785705 -2.486584 -2.932381
C12 2.965063 -0.637477 -2.146912
C13 2.258873 -1.870142 -2.771732
C14 1.263298 -1.592345 -3.925744
C15 -0.103413 -2.224014 -3.613721
S1 0.007633 -4.049760 -3.669047
H1 0.222600 3.866430 -4.022221
H2 1.686753 3.454657 -4.953941
H3 1.885259 4.076935 -3.351744
H4 0.658469 1.476326 -4.242180
H5 2.283490 1.714760 -3.463152
H6 0.182458 -0.066673 -2.141871
H7 0.119395 0.836870 -0.666088
H8 3.883431 1.482525 -1.560603
H9 3.703047 1.197538 0.132920
H10 1.176644 -1.451336 -0.293432
H11 1.852602 -0.842474 2.098042
H12 1.767727 0.823272 1.578347
H13 3.817311 -0.727239 0.944842
H14 3.298145 -2.216734 0.619487
H15 3.892251 -2.370634 -1.322590
H16 5.573583 -0.539205 -3.295084
H17 3.455855 -0.132943 -2.967894
H18 1.768062 -2.507671 -2.038222
H19 3.052990 -2.479662 -3.197553
H20 1.183126 -0.549638 -4.207677
H21 1.620585 -2.121314 -4.806674
H22 -0.845251 -1.845701 -4.309986
H23 -0.429878 -1.990305 -2.605644
H24 -0.435398 -4.392091 -2.443417
Cl1 -4.204429 -3.905069 2.730953
C16 -4.560159 -2.245570 3.279811
C17 -5.995641 -1.860620 3.036904
Cl2 -6.355520 -1.686291 1.295469
H25 -3.875521 -1.571846 2.771424
H26 -4.346159 -2.212524 4.346624
H27 -6.200235 -0.895555 3.500580
H28 -6.683464 -2.598327 3.457614
Cl3 3.041686 1.822328 3.339537
C18 2.703086 3.111529 4.534054
C19 2.669665 2.575686 5.941409
Cl4 1.267314 1.513855 6.216841
H29 1.760903 3.579274 4.259296
H30 3.495656 3.851075 4.435646
H31 2.588622 3.403629 6.643631
H32 3.569844 2.012637 6.176184
Cl5 -2.782142 1.425131 -4.835030
C20 -3.207224 3.158666 -4.809227
C21 -2.940227 3.830305 -6.133099
Cl6 -1.195727 3.938882 -6.478321
H33 -2.645873 3.627718 -4.004487
H34 -4.267729 3.222383 -4.571537
H35 -3.327418 4.847710 -6.114304
H36 -3.413207 3.299101 -6.955281
Cl7 -6.643042 -3.670064 5.529116
C22 -8.262061 -3.126414 6.046736
C23 -8.315358 -2.820865 7.522164
Cl8 -8.154607 -4.288097 8.516726
H37 -8.976451 -3.898605 5.772816
H38 -8.492733 -2.226553 5.476064
H39 -9.276989 -2.372920 7.768083
H40 -7.528987 -2.128660 7.813930

Forces on the atoms, in the same order (eV/Å):
C 0.8 -0.5 0.2
C -0.9 0.8 -0.6
O 0.5 0.0 0.5
C -0.4 0.7 -0.2
C 1.0 -1.9 -0.5
C -0.7 0.4 0.2
O 0.3 0.4 -0.3
N -0.4 0.2 0.3
O 0.3 -0.4 -0.2
C -0.8 1.8 1.7
C 0.1 -0.8 0.5
O 0.8 0.4 -1.1
C -0.8 -0.7 -0.6
F 0.8 -0.6 1.2
F 0.8 1.5 0.5
F -1.5 -0.1 -0.3
N 0.6 -0.3 -0.8
C 0.4 -0.8 -1.3
C -0.3 -0.6 0.0
F 0.4 -0.5 0.7
F 0.1 1.1 0.2
C -0.9 0.1 0.5
F 1.7 0.7 0.1
F -0.7 -0.9 -0.6
C -0.9 -0.8 1.3
C -0.3 0.8 -1.0
C -0.1 -1.0 0.4
C 0.1 0.2 0.2
S 0.1 -0.1 -0.2
H -0.1 0.2 0.0
H -0.2 0.2 -0.3
H -0.2 0.2 0.3
H 0.3 -0.4 -0.1
H 0.0 -0.4 0.2
H 0.4 -0.3 0.0
H -0.1 0.1 0.1
H 0.1 0.3 -0.2
H -0.1 -0.2 0.1
H 0.5 -0.5 -0.3
H 0.1 0.0 0.1
H -0.4 0.0 -0.4
H -0.2 0.4 -0.2
H -0.4 0.1 0.1
H 0.1 -0.1 -0.3
H 0.0 0.2 -0.2
H 0.3 0.4 0.2
H 0.0 0.0 0.2
H 0.2 -0.1 0.1
H -0.1 0.2 0.2
H 0.2 0.2 -0.2
H -0.2 -0.2 -0.1
H -0.2 0.2 0.1
H 0.0 0.4 -0.2
Cl 0.0 0.0 0.0
C 0.1 0.1 0.1
C -0.3 0.0 -0.1
Cl 0.0 0.0 0.0
H 0.0 0.0 -0.1
H -0.1 0.0 0.0
H 0.1 0.0 0.0
H 0.3 0.3 -0.4
Cl 0.2 0.0 0.1
C 0.0 0.4 0.2
C 0.0 0.0 0.1
Cl 0.0 0.0 0.0
H 0.0 -0.1 -0.1
H 0.1 -0.1 0.0
H 0.0 0.0 -0.1
H 0.0 0.0 0.0
Cl 0.1 0.0 0.0
C -0.1 0.1 0.1
C -0.1 0.0 0.0
Cl 0.0 0.0 -0.1
H 0.1 0.0 0.0
H 0.0 0.0 -0.1
H 0.0 0.0 0.1
H 0.1 -0.1 0.0
Cl 0.0 -0.3 0.5
C -0.1 0.1 0.0
C 0.0 0.1 0.1
Cl 0.0 0.0 0.0
H 0.1 -0.1 0.0
H 0.0 0.0 0.0
H 0.0 0.0 -0.1
H 0.0 -0.1 0.0


2.
Below is C3H7NO2 as an isolated structure, with properties calculated with the ωB97M-V functional and the def2-TZVPD basis.

Results
Highest occupied orbital energy (eV): -9.7091
Energy above the lowest of the compared OMol25 structures with the same formula, charge and spin (kcal per mole): 133.2
Frontier orbital gap (eV): 9.6

Geometry (Å):
C1 -0.828353 -0.596296 -0.351724
C2 1.400277 0.930005 -0.049610
C3 0.763182 -0.399902 0.195738
O1 -1.331001 0.288849 0.540077
O2 -2.881496 0.018366 0.031295
N1 1.327880 -1.447544 0.630897
H1 -3.578235 0.656928 0.259108
H2 2.350827 -1.382427 0.651095
H3 -1.087695 -1.648632 -0.209522
H4 -0.839725 -0.276154 -1.398116
H5 2.017731 1.215607 0.807969
H6 2.000298 0.890995 -0.962441
H7 0.686310 1.750204 -0.144765

Forces on the atoms, in the same order (eV/Å):
C 4.5 0.0 1.2
C 0.0 0.6 0.2
C -1.3 -1.5 -1.2
O -4.7 0.2 -0.7
O 1.3 -0.3 0.2
N -0.3 0.1 -0.9
H 1.0 0.7 0.7
H -0.2 0.4 0.6
H -0.1 0.3 0.1
H -0.2 0.1 0.1
H 0.2 -0.3 -0.2
H 0.1 0.0 0.1
H -0.2 -0.3 -0.2


3.
Below is H16N2O14Zn as an isolated structure, with properties calculated with the ωB97M-V functional and the def2-TZVPD basis.

Results
Highest occupied orbital energy (eV): -10.4412
Frontier orbital gap (eV): 6.8

Geometry (Å):
Zn1 1.155672 2.191744 -1.927288
N1 4.249376 2.776125 -1.380404
O1 4.346552 3.917998 -0.964426
O2 3.084400 2.305749 -1.745227
O3 5.186440 1.985758 -1.467249
N2 0.158230 -0.047060 0.112373
O4 0.928823 0.711169 -0.576945
O5 0.583516 -1.129925 0.492867
O6 -1.064291 0.220118 0.140083
O7 -0.159361 -3.843515 1.675681
H1 -0.749919 -4.243686 1.030816
H2 -0.175884 -2.901921 1.470206
O8 -4.059784 0.640891 0.949267
H3 -4.555378 0.605647 0.122834
H4 -3.135832 0.710380 0.681426
O9 -2.826655 -1.332781 -2.408313
H5 -2.237550 -0.849165 -2.993163
H6 -2.298731 -1.513531 -1.618953
O10 -1.136335 2.844911 1.210612
H7 -1.987647 3.136292 1.558373
H8 -1.361495 2.176273 0.551452
O11 -2.216677 -1.756473 2.029026
H9 -1.945133 -1.325642 1.207565
H10 -3.046474 -1.319912 2.261288
O12 2.944629 -2.305809 -0.457576
H11 2.267496 -1.686744 -0.128388
H12 3.280181 -2.744614 0.330585
O13 0.480035 0.607469 3.573420
H13 0.167170 0.028110 2.869373
H14 -0.193341 0.530983 4.257468
O14 1.391558 0.849057 -3.391457
H15 2.231008 0.483814 -3.720605
H16 0.695399 0.278290 -3.744721

Forces on the atoms, in the same order (eV/Å):
Zn 1.9 -1.0 1.6
N 1.9 0.3 0.9
O -0.6 -0.6 -0.4
O -1.6 -0.4 -0.8
O -1.2 0.7 -0.2
N -1.7 -1.0 -2.0
O 0.5 0.5 0.3
O 0.0 1.3 0.5
O 0.8 0.2 0.3
O 0.2 -0.1 -0.1
H 0.0 0.0 0.1
H -0.1 -0.1 0.2
O 0.1 0.1 -0.1
H 0.0 -0.1 0.1
H -0.1 -0.1 0.0
O 0.1 0.1 0.2
H 0.0 0.0 0.0
H -0.1 0.0 -0.1
O -0.2 0.2 -0.4
H 0.1 0.0 0.0
H 0.1 -0.1 0.3
O -0.1 0.1 -0.1
H -0.1 0.1 0.2
H 0.1 0.0 -0.1
O -0.2 0.3 0.0
H 0.5 -0.5 -0.1
H -0.1 0.0 0.0
O 0.0 0.0 -0.1
H 0.0 -0.1 0.2
H 0.0 0.0 -0.1
O -0.5 -0.3 -0.8
H 0.1 0.4 0.5
H 0.1 0.1 0.1


4.
Below is C30H44ClGeMnN4O9S2Si3 as an isolated structure, with properties calculated with the ωB97M-V functional and the def2-TZVPD basis.

Results
Highest occupied orbital energy (spin up / spin down) (eV): -8.3231 / -8.1223
2S+1: 3
Energy above the lowest of the compared OMol25 structures with the same formula, charge and spin (kcal per mole): 26.4
Frontier orbital gap (spin up / spin down) (eV): 7.5 / 3.8

Geometry (Å):
Mn1 -0.667307 -0.716112 -0.104915
O1 0.453723 -5.464444 4.603587
C1 -0.696516 -5.051808 4.414669
O2 -1.780330 -5.189299 4.992713
C2 -0.801824 -4.095270 3.141073
C3 -2.011738 -3.545367 2.748480
C4 -2.023059 -2.577958 1.758430
N1 -0.903269 -2.170581 1.153313
C5 0.255628 -2.806835 1.441830
C6 0.347418 -3.751083 2.436796
C7 1.412592 -2.422085 0.570144
O3 2.484453 -2.968608 0.611962
O4 1.117981 -1.431735 -0.254701
H1 -2.935257 -3.857378 3.215352
H2 -2.946753 -2.125293 1.437678
H3 1.290143 -4.221141 2.682916
Cl1 -2.077854 -0.422338 -4.524644
C8 -2.428322 -0.142506 -2.803064
C9 -1.201221 -0.576924 -2.030079
O5 -1.067918 -1.783688 -1.698458
O6 -0.232206 0.264364 -1.798289
H4 -3.271018 -0.767143 -2.523381
H5 -2.655260 0.906924 -2.664825
N2 -0.098315 0.364627 1.333288
C10 -0.187679 1.092284 2.227243
N3 -0.290813 1.958549 3.177366
C11 -0.000641 1.677265 4.585275
C12 0.907147 2.783324 5.113722
O7 0.354672 4.063527 4.874258
C13 0.153117 4.312224 3.496602
C14 -0.819098 3.302951 2.903546
H6 0.482676 0.706069 4.674413
H7 -0.937044 1.664132 5.147517
H8 1.896939 2.701365 4.646098
H9 1.014500 2.686941 6.192149
H10 1.107197 4.263333 2.955300
H11 -0.253708 5.318639 3.417511
H12 -0.936372 3.434900 1.829531
H13 -1.795524 3.397598 3.384984
C15 0.249201 2.448336 -3.814017
Si1 1.697759 2.196942 -2.623028
C16 1.337551 3.020286 -0.950878
C17 3.176185 3.063912 -3.436961
Ge1 2.154899 -0.194441 -2.043234
Si2 4.075059 -0.114712 -0.455450
C18 5.189035 1.218894 -1.228990
C19 5.145253 -1.666563 -0.376242
C20 3.446196 0.468643 1.233864
Si3 2.391742 -2.021603 -3.653214
C21 3.877322 -1.353528 -4.627926
C22 0.955181 -2.312380 -4.831774
C23 2.856370 -3.581395 -2.708026
H14 0.264610 3.449713 -4.248272
H15 -0.692480 2.321230 -3.281420
H16 0.269833 1.723286 -4.628362
H17 0.866821 3.996514 -1.091512
H18 2.248947 3.158844 -0.366283
H19 0.654318 2.388809 -0.379655
H20 2.840797 4.028067 -3.826284
H21 3.583643 2.494434 -4.274470
H22 3.992884 3.255983 -2.740830
H23 5.359165 1.013550 -2.288923
H24 6.162118 1.232248 -0.733398
H25 4.756885 2.217457 -1.147415
H26 5.584576 -1.883928 -1.352602
H27 4.579197 -2.534752 -0.045719
H28 5.969992 -1.514088 0.324944
H29 3.249463 1.543050 1.225980
H30 4.166828 0.255237 2.025216
H31 2.514607 -0.041122 1.480517
H32 3.639512 -0.400009 -5.105482
H33 4.175880 -2.052749 -5.411240
H34 4.741128 -1.195096 -3.977417
H35 0.678802 -1.408452 -5.374442
H36 0.071178 -2.662847 -4.296768
H37 1.227888 -3.075633 -5.564211
H38 3.793226 -3.448824 -2.165809
H39 2.965556 -4.432815 -3.382755
H40 2.089625 -3.830656 -1.972652
O8 -5.837564 -2.870226 0.491521
S1 -5.822691 -1.644407 -0.244774
O9 -6.463621 -1.592722 -1.523628
N4 -4.249355 -1.104491 -0.394252
C24 -4.102869 0.042725 0.181343
S2 -2.623425 0.898846 0.156001
C25 -5.295707 0.603124 0.859282
C26 -5.419738 1.796488 1.551407
C27 -6.647549 2.090321 2.129506
C28 -7.714832 1.205424 2.026748
C29 -7.588807 0.007031 1.331245
C30 -6.369140 -0.265351 0.755838
H41 -4.575248 2.468647 1.629569
H42 -6.779461 3.019896 2.667439
H43 -8.662663 1.451570 2.486502
H44 -8.413219 -0.688136 1.246002

Forces on the atoms, in the same order (eV/Å):
Mn -0.7 0.0 0.2
O -1.7 0.4 0.0
C 3.6 -0.5 -0.7
O -1.1 0.1 0.1
C -0.8 0.6 -0.2
C 0.0 -0.3 0.4
C 0.4 0.1 -0.2
N -0.2 -0.9 0.9
C -0.8 0.2 -0.1
C 0.3 -0.7 0.7
C 0.2 1.2 -1.0
O 0.2 -0.5 0.4
O 0.1 -0.6 0.3
H 0.0 0.1 0.0
H -0.1 0.2 -0.1
H 0.0 0.1 -0.1
Cl 0.0 0.0 -0.3
C 0.1 0.0 0.2
C -0.1 0.1 -1.4
O -0.3 -0.4 -0.3
O 0.3 0.3 -0.4
H 0.1 0.0 0.0
H 0.1 0.0 0.0
N 0.4 1.0 1.1
C 0.2 -0.6 -0.4
N -0.1 0.6 0.5
C 0.1 0.1 0.0
C 0.0 -0.1 -0.1
O 0.0 0.0 0.1
C -0.1 -0.1 -0.1
C 0.2 0.1 0.1
H 0.0 0.0 0.0
H 0.0 0.0 0.0
H 0.0 0.0 0.0
H 0.0 0.0 0.0
H 0.0 0.0 0.0
H 0.0 0.0 0.0
H 0.0 0.0 0.0
H 0.0 0.0 0.0
C 0.1 -0.2 0.3
Si -0.2 -0.1 -0.1
C 0.0 -0.2 -0.2
C 0.0 -0.2 0.2
Ge 0.4 0.2 0.2
Si -0.1 0.2 -0.4
C -0.2 -0.1 0.2
C -0.2 0.0 0.1
C 0.0 -0.2 -0.2
Si 0.1 0.1 0.0
C -0.2 0.0 0.2
C 0.1 0.1 0.3
C -0.1 0.2 0.0
H 0.1 0.0 0.0
H 0.0 0.0 0.0
H 0.0 0.0 0.0
H 0.0 0.0 0.0
H 0.0 0.0 0.0
H 0.0 0.0 0.0
H -0.1 0.0 0.0
H 0.0 0.0 0.0
H 0.0 0.0 -0.1
H 0.0 0.0 0.0
H 0.0 0.0 0.0
H 0.0 -0.1 0.0
H 0.0 0.1 0.0
H 0.0 0.0 0.0
H 0.0 0.1 0.0
H 0.0 0.0 -0.1
H 0.1 0.0 0.0
H 0.0 0.0 0.0
H 0.0 0.0 0.0
H 0.0 0.0 0.0
H 0.0 0.0 0.0
H 0.0 0.0 0.0
H 0.0 0.0 0.0
H 0.1 0.0 0.0
H 0.0 0.0 0.0
H 0.0 0.0 -0.1
H 0.0 0.0 0.0
O 0.0 -0.2 0.3
S 0.3 0.5 -0.1
O -0.1 0.0 0.0
N -0.6 -0.5 0.1
C 0.6 0.4 -0.2
S 0.1 -0.4 0.3
C -0.3 0.0 0.2
C 0.0 -0.1 0.0
C 0.0 0.0 0.0
C -0.1 -0.1 0.0
C -0.1 -0.1 0.0
C 0.3 0.0 -0.1
H 0.0 0.0 0.0
H 0.0 0.0 0.0
H 0.0 0.0 0.0
H 0.0 0.0 0.0


5.
Below is one molecule with the formula C5H8O2, with properties calculated with the ωB97M-V functional and the def2-TZVPD basis.

Results
SMILES: O=C1CC[C@@H]1CO
Highest occupied orbital energy (eV): -9.4355
Energy above the lowest of the compared OMol25 structures with the same formula, charge and spin (kcal per mole): 35.6
Frontier orbital gap (eV): 10.2

Geometry (Å):
O1 -1.145276 -2.108420 0.376988
C1 -0.936598 -0.932545 0.248445
C2 -1.505297 0.180500 -0.635276
C3 -0.605131 1.188246 0.131061
C4 0.089003 0.020485 0.867421
C5 1.302703 -0.528138 0.118942
O2 2.219068 0.452743 -0.291961
H1 -1.350922 0.102726 -1.717036
H2 -2.573627 0.265333 -0.432470
H3 -1.182913 1.837755 0.793826
H4 0.061703 1.807126 -0.473939
H5 0.178963 0.055845 1.956745
H6 1.755934 -1.310695 0.743693
H7 0.882855 -1.035499 -0.775817
H8 2.809538 0.004543 -0.910615

Forces on the atoms, in the same order (eV/Å):
O -0.1 0.5 0.0
C -0.4 -0.3 0.3
C -0.2 0.0 -0.1
C 0.0 0.1 -0.1
C 0.0 -0.2 0.1
C -0.2 -0.5 -0.2
O 0.4 0.1 0.0
H 0.0 -0.1 0.3
H 0.0 0.2 -0.2
H 0.1 -0.1 0.0
H -0.1 -0.2 0.1
H 0.2 0.0 -0.2
H 0.0 0.1 -0.1
H 0.6 0.1 0.2
H 0.0 0.3 0.1